[1]
A structure of composition C33H36N5O3PSV in a non-equilibrium geometry. Source: the Open Molecules 2025 dataset; level of theory: the ωB97M-V functional and the def2-TZVPD basis.

The value obtained for the HOMO energy (spin up / spin down) is -6.8 / -7.8 eV. As for the LUMO energy (spin up / spin down): 0.4 / 0.2 eV. For the energy relative to the best compared isomer or geometry (same formula, charge and spin), the calculation gives 11.3 kcal/mol. Its spin multiplicity is 4. As for the charge: 0. As for the strongest force on any atom: 1.7 eV/Å. For the frontier orbital gap (spin up / spin down), the calculation gives 7.239 / 7.967 eV.

Geometry (Å):
V (-0.23, -0.05, -0.09)
C (1.24, -1.04, -2.60)
C (2.65, -0.93, -2.09)
C (3.69, -0.98, -3.02)
C (5.00, -0.73, -2.66)
C (5.25, -0.35, -1.35)
C (4.25, -0.28, -0.39)
C (4.59, 0.31, 0.95)
C (2.94, -0.65, -0.75)
N (1.85, -0.53, 0.16)
C (2.03, -1.08, 1.39)
O (2.92, -1.84, 1.77)
C (0.91, -0.76, 2.38)
C (0.94, -1.07, 3.73)
C (-0.22, -0.89, 4.47)
C (-1.41, -0.51, 3.85)
C (-1.38, -0.25, 2.50)
N (-0.22, -0.31, 1.84)
C (-2.63, -0.07, 1.61)
O (-3.71, 0.04, 2.17)
N (-2.32, -0.08, 0.30)
C (-3.31, -0.43, -0.67)
C (-4.16, -1.53, -0.48)
C (-4.07, -2.44, 0.71)
C (-5.07, -1.84, -1.49)
C (-5.12, -1.13, -2.68)
C (-4.21, -0.11, -2.88)
C (-3.29, 0.24, -1.90)
C (-2.28, 1.31, -2.23)
H (1.21, -1.58, -3.54)
H (0.81, -0.05, -2.81)
H (0.57, -1.57, -1.92)
H (3.45, -1.22, -4.05)
H (5.80, -0.79, -3.38)
H (6.26, -0.07, -1.05)
H (5.49, 0.93, 0.86)
H (4.77, -0.46, 1.70)
H (3.79, 0.95, 1.32)
H (1.86, -1.45, 4.16)
H (-0.22, -1.11, 5.53)
H (-2.35, -0.45, 4.37)
H (-3.03, -2.56, 1.02)
H (-4.48, -3.42, 0.46)
H (-4.61, -2.04, 1.57)
H (-5.73, -2.69, -1.34)
H (-5.84, -1.39, -3.44)
H (-4.19, 0.42, -3.83)
H (-2.25, 1.48, -3.31)
H (-1.24, 1.07, -1.94)
H (-2.49, 2.26, -1.74)
N (-2.04, 2.79, 0.88)
C (-0.74, 3.04, 0.64)
N (0.05, 2.22, 0.02)
C (1.29, 2.86, -0.22)
C (2.32, 2.35, -0.99)
C (3.50, 3.07, -1.11)
C (3.64, 4.31, -0.48)
C (2.60, 4.85, 0.25)
C (1.43, 4.11, 0.36)
S (-0.06, 4.56, 1.14)
H (-2.41, 1.89, 0.60)
H (-2.55, 3.35, 1.55)
H (2.23, 1.39, -1.49)
H (4.31, 2.66, -1.69)
H (4.57, 4.86, -0.58)
H (2.70, 5.82, 0.72)
C (-0.16, -4.02, 1.78)
P (-0.12, -3.64, 0.04)
C (-1.19, -4.80, -0.78)
C (1.55, -3.96, -0.48)
O (-0.54, -2.22, -0.24)
H (0.05, -5.08, 1.95)
H (-1.15, -3.78, 2.18)
H (0.59, -3.42, 2.29)
H (-0.89, -5.83, -0.58)
H (-1.15, -4.62, -1.85)
H (-2.22, -4.65, -0.44)
H (1.81, -4.99, -0.27)
H (2.23, -3.29, 0.05)
H (1.63, -3.78, -1.55)



[2]
A structure of composition C22H31As3ClF9NO5Pd. Source: the Open Molecules 2025 dataset; level of theory: the ωB97M-V functional and the def2-TZVPD basis.

The value obtained for the HOMO energy is -5.2 eV. As for the LUMO energy: 2.3 eV. For the energy relative to the best compared isomer or geometry (same formula, charge and spin), the calculation gives 14.4 kcal/mol. As for the charge: -1. As for the strongest force on any atom: 0.5 eV/Å. For the frontier orbital gap, the calculation gives 7.539 eV.

Geometry (Å):
Pd (-0.38, 0.63, 0.12)
C (4.87, -0.40, 0.26)
As (2.90, -0.15, 0.32)
C (2.76, 0.45, -1.54)
C (2.93, 1.66, 1.12)
C (2.70, 1.75, 2.64)
C (3.53, 0.68, 3.38)
C (1.22, 1.62, 3.03)
As (0.02, 0.22, 2.36)
C (-1.57, 0.86, 3.26)
C (0.51, -1.31, 3.45)
C (3.20, 3.12, 3.14)
As (2.30, 4.74, 2.44)
C (3.31, 5.00, 0.77)
C (3.39, 5.98, 3.51)
H (5.26, -0.61, 1.26)
H (5.37, 0.48, -0.14)
H (5.09, -1.26, -0.37)
H (3.28, 1.40, -1.68)
H (1.72, 0.55, -1.83)
H (3.23, -0.30, -2.18)
H (2.17, 2.25, 0.61)
H (3.91, 2.09, 0.88)
H (3.23, -0.33, 3.08)
H (3.39, 0.77, 4.46)
H (4.59, 0.80, 3.16)
H (0.69, 2.53, 2.73)
H (1.15, 1.56, 4.12)
H (-1.37, 0.95, 4.33)
H (-2.38, 0.17, 3.05)
H (-1.82, 1.83, 2.84)
H (0.73, -0.93, 4.46)
H (1.38, -1.80, 3.03)
H (-0.32, -2.00, 3.47)
H (4.27, 3.21, 2.92)
H (3.08, 3.18, 4.22)
H (2.85, 4.42, -0.04)
H (4.35, 4.70, 0.89)
H (3.26, 6.05, 0.50)
H (3.10, 5.89, 4.56)
H (3.20, 7.00, 3.19)
H (4.45, 5.76, 3.41)
F (-5.50, 1.67, 0.28)
C (-4.23, 1.33, -0.01)
F (-3.45, 2.09, 0.77)
F (-4.01, 1.73, -1.27)
C (-3.88, -0.22, 0.23)
O (-2.70, -0.39, 0.77)
C (-3.99, -0.94, -1.15)
F (-5.16, -0.70, -1.81)
F (-3.00, -0.58, -1.96)
F (-3.91, -2.27, -1.00)
C (-4.99, -0.80, 1.19)
F (-6.24, -0.83, 0.70)
F (-5.03, -0.06, 2.32)
F (-4.69, -2.05, 1.56)
Cl (-1.35, 8.70, -2.22)
C (-1.12, 7.02, -1.79)
C (-0.77, 6.70, -0.49)
C (-0.59, 5.37, -0.15)
C (-0.75, 4.38, -1.11)
C (-1.11, 4.72, -2.41)
C (-1.29, 6.05, -2.76)
C (-0.54, 2.95, -0.76)
O (-0.67, 2.05, -1.61)
O (-0.24, 2.66, 0.45)
H (-0.65, 7.49, 0.24)
H (-0.32, 5.09, 0.86)
H (-1.24, 3.93, -3.14)
H (-1.57, 6.33, -3.77)
O (-0.52, -2.40, 1.00)
N (-0.22, -2.34, -0.16)
O (-0.13, -1.17, -0.67)



[3]
A structure of composition C2H6FHoO2 in a non-equilibrium geometry. Source: the Open Molecules 2025 dataset; level of theory: the ωB97M-V functional and the def2-TZVPD basis.

The value obtained for the HOMO energy (spin up / spin down) is -20.6 / -20.6 eV. As for the LUMO energy (spin up / spin down): -10.8 / -10.6 eV. For the energy relative to the best compared isomer or geometry (same formula, charge and spin), the calculation gives 0.0 kcal/mol. Its spin multiplicity is 5. As for the charge: +2. As for the strongest force on any atom: 2.8 eV/Å. For the frontier orbital gap (spin up / spin down), the calculation gives 9.858 / 10.074 eV.

Geometry (Å):
F (-4.59, 0.74, 3.94)
Ho (-3.42, 1.57, 2.52)
O (-1.36, 2.22, 1.82)
H (-1.09, 3.14, 1.72)
C (-2.47, -0.33, -0.35)
O (-2.40, 0.78, 0.56)
C (-1.16, 1.44, 0.65)
H (-2.53, -1.27, 0.22)
H (-3.37, -0.19, -0.95)
H (-1.59, -0.33, -1.00)
H (-1.00, 2.08, -0.23)
H (-0.34, 0.73, 0.79)



[4]
A cluster of 2 separate species, C9H27FN2OSi2 in total in a non-equilibrium geometry. Source: the Open Molecules 2025 dataset; level of theory: the ωB97M-V functional and the def2-TZVPD basis.

The value obtained for the HOMO energy is -5.1 eV. As for the LUMO energy: -2.3 eV. As for the charge: 0. As for the strongest force on any atom: 3.9 eV/Å. For the frontier orbital gap, the calculation gives 2.779 eV.

Geometry (Å):
O (0.15, 4.40, -2.55)
C (-0.02, 3.57, -1.32)
C (-0.61, 4.56, -0.16)
C (-0.08, 4.22, 1.37)
N (0.86, 5.31, 1.91)
F (2.02, 5.41, 1.20)
H (0.80, 5.12, -2.26)
H (-0.81, 2.72, -1.57)
H (1.03, 3.10, -1.10)
H (-1.80, 4.42, -0.17)
H (-0.29, 5.68, -0.37)
H (-1.05, 4.29, 2.06)
H (0.37, 3.14, 1.49)
H (0.33, 6.22, 1.78)
H (1.02, 5.22, 2.95)
C (-1.60, 0.14, 1.13)
Si (-0.52, -1.39, 0.85)
C (-0.99, -2.65, 2.15)
C (1.26, -0.86, 1.14)
N (-0.79, -1.95, -0.78)
Si (0.03, -3.35, -1.40)
C (-0.36, -4.91, -0.44)
C (1.89, -3.13, -1.45)
C (-0.54, -3.62, -3.18)
H (-1.45, 0.52, 2.15)
H (-1.34, 0.93, 0.42)
H (-2.66, -0.11, 1.01)
H (-1.02, -2.18, 3.14)
H (-0.27, -3.47, 2.20)
H (-1.98, -3.07, 1.94)
H (1.62, -0.22, 0.33)
H (1.93, -1.73, 1.22)
H (1.34, -0.31, 2.08)
H (0.13, -4.92, 0.53)
H (-0.01, -5.79, -1.00)
H (-1.44, -5.02, -0.29)
H (2.17, -2.17, -1.90)
H (2.35, -3.92, -2.05)
H (2.33, -3.18, -0.45)
H (-0.31, -2.76, -3.80)
H (-1.62, -3.79, -3.21)
H (-0.05, -4.50, -3.61)



[5]
The ion CHFN4O with charge +2 in a non-equilibrium geometry. Source: the Open Molecules 2025 dataset; level of theory: the ωB97M-V functional and the def2-TZVPD basis.

The value obtained for the HOMO energy is -22.9 eV. As for the LUMO energy: -14.9 eV. For the energy relative to the best compared isomer or geometry (same formula, charge and spin), the calculation gives 126.5 kcal/mol. As for the charge: +2. As for the strongest force on any atom: 7.5 eV/Å. For the frontier orbital gap, the calculation gives 8.054 eV.

Geometry (Å):
C (-0.49, -0.09, -0.34)
N (1.24, 0.93, 0.92)
N (1.84, 1.71, 1.34)
N (0.55, -0.06, 0.54)
N (-1.23, 0.00, -1.35)
O (-2.10, 0.07, -2.05)
F (-0.68, -1.51, 0.16)
H (0.88, -1.05, 0.78)



[6]
The molecule CH4N2O in a non-equilibrium geometry. Source: the Open Molecules 2025 dataset; level of theory: the ωB97M-V functional and the def2-TZVPD basis.

The value obtained for the HOMO energy is -9.6 eV. As for the LUMO energy: 0.6 eV. For the energy relative to the best compared isomer or geometry (same formula, charge and spin), the calculation gives 98.6 kcal/mol. As for the charge: 0. As for the strongest force on any atom: 4.5 eV/Å. For the frontier orbital gap, the calculation gives 10.248 eV.

Geometry (Å):
C (0.18, 0.18, -0.43)
H (-1.60, -0.63, 0.54)
H (0.51, -0.14, 1.71)
H (-0.23, -0.33, -1.38)
H (0.94, 1.50, -1.57)
N (0.32, -0.51, 0.75)
N (0.75, 1.31, -0.47)
O (-0.86, -1.39, 0.85)



Repeat the fifth record exactly.
The ion CHFN4O with charge +2 in a non-equilibrium geometry. Source: the Open Molecules 2025 dataset; level of theory: the ωB97M-V functional and the def2-TZVPD basis.

The value obtained for the HOMO energy is -22.9 eV. As for the LUMO energy: -14.9 eV. For the energy relative to the best compared isomer or geometry (same formula, charge and spin), the calculation gives 126.5 kcal/mol. As for the charge: +2. As for the strongest force on any atom: 7.5 eV/Å. For the frontier orbital gap, the calculation gives 8.054 eV.

Geometry (Å):
C (-0.49, -0.09, -0.34)
N (1.24, 0.93, 0.92)
N (1.84, 1.71, 1.34)
N (0.55, -0.06, 0.54)
N (-1.23, 0.00, -1.35)
O (-2.10, 0.07, -2.05)
F (-0.68, -1.51, 0.16)
H (0.88, -1.05, 0.78)